Entry 1:
This record from the OMol25 dataset describes the ion CH2ClNO3PS with charge -1. The level of theory is ωB97M-V with the def2-TZVPD basis set.

Computed properties:
Total charge: -1
<S²>: 2.007
Highest occupied orbital energy (alpha / beta), eV: -3.2 / -5.1
2S+1: 3
Orbital gap (alpha / beta), eV: 6.235 / 5.602

```
10
CH2ClNO3PS ωB97M-V with the def2-TZVPD basis set
C 1.6317 0.9082 0.5315
N -1.4664 -1.2036 -0.9097
O -0.8351 1.2324 -0.7303
O -1.3682 0.0354 1.5226
O 0.8350 -0.4817 0.2082
P -0.8161 0.0298 0.1457
S 3.1026 0.8346 -0.0347
Cl 1.0273 1.8343 1.6991
H -0.7615 -0.9441 -1.7321
H -1.3493 -2.2454 -0.7003
```

Entry 2:
This record from the OMol25 dataset describes a cluster of 2 separate species, C14H21ClF9NO5 in total. The level of theory is ωB97M-V with the def2-TZVPD basis set.

Computed properties:
Highest occupied orbital energy, eV: -9.0
2S+1: 1
SMILES string: O=C(OCCCCl)OC(F)(F)C(F)(F)C(F)(F)C(F)(F)F.COCCNCCOC
Orbital gap, eV: 8.253

```
51
C14H21ClF9NO5 ωB97M-V with the def2-TZVPD basis set
O -1.5857 -5.9291 1.6022
C -1.7223 -5.0027 0.6334
O -0.4541 -4.6540 -0.0878
C -0.4055 -3.2163 -0.3954
C -0.3160 -2.2277 0.9082
C 1.2135 -1.6946 1.2512
Cl 1.8977 -2.7837 2.6015
O -2.9841 -4.3769 0.2106
C -3.8941 -4.1239 1.3381
F -4.5284 -5.4301 1.7557
F -3.2121 -3.6165 2.5728
C -5.1894 -3.1616 0.8980
F -5.7633 -3.8230 -0.3333
F -6.1989 -3.3616 1.9929
C -4.7810 -1.5945 0.6467
F -4.1043 -0.9294 1.7840
F -3.9254 -1.4112 -0.5799
C -6.1502 -0.6833 0.3436
F -6.9214 -1.1606 -0.8281
F -7.0341 -0.5770 1.5558
F -5.7450 0.7371 0.0369
H -1.2846 -2.9394 -1.1519
H 0.5922 -3.0498 -1.0293
H -0.9479 -1.2587 0.6430
H -0.7332 -2.6882 1.9085
H 1.9172 -1.6260 0.3183
H 1.0788 -0.5990 1.7051
C 1.5562 4.7160 -2.6708
O 2.2512 3.4855 -2.8230
C 3.6743 3.6527 -2.8170
C 4.2779 2.9263 -1.6048
N 3.9222 3.6104 -0.3569
C 4.2691 2.8450 0.8449
C 3.4926 1.5355 1.0882
O 2.1056 1.7347 1.3677
C 1.2743 1.7661 0.2145
H 0.4846 4.5142 -2.7450
H 1.7573 5.1540 -1.6899
H 1.8347 5.4187 -3.4616
H 3.9701 4.7086 -2.8389
H 4.0528 3.1838 -3.7326
H 5.3686 2.8992 -1.7059
H 3.9020 1.8993 -1.6091
H 2.9189 3.7855 -0.3505
H 4.0889 3.5073 1.6998
H 5.3448 2.6310 0.8370
H 3.9120 1.0753 1.9901
H 3.6354 0.8045 0.2854
H 1.6458 1.1230 -0.5882
H 1.1623 2.7920 -0.1393
H 0.2798 1.4126 0.5050
```

Entry 3:
This record from the OMol25 dataset describes a cluster of 17 separate species, C41H116O17 in total. The level of theory is ωB97M-V with the def2-TZVPD basis set.

Computed properties:
Highest occupied orbital energy, eV: -9.2
2S+1: 1
ΔE to the lowest compared entry with this formula, charge and spin, kJ/mol: 0.0
Orbital gap, eV: 9.503

```
174
C41H116O17 ωB97M-V with the def2-TZVPD basis set
C -6.2769 1.0505 -0.5211
C -5.2302 2.1254 -0.7520
O -5.6501 3.0136 -1.7353
H -7.2459 1.4783 -0.2640
H -6.0456 0.3339 0.2670
H -6.3097 0.4403 -1.4236
H -4.3072 1.6407 -1.0701
H -4.9772 2.6231 0.1842
H -6.4956 3.3075 -1.3884
C -2.3291 1.2711 -3.6064
C -0.9111 1.5432 -4.2119
O -0.7254 2.9170 -4.3929
H -3.1440 1.6978 -4.1912
H -2.2608 1.5989 -2.5692
H -2.4907 0.1980 -3.7090
H -0.8067 1.0156 -5.1600
H -0.1250 1.2252 -3.5272
H -0.7204 3.3220 -3.5225
C 2.2372 1.3227 -6.2402
C 1.6953 0.6739 -7.5571
O 2.4025 -0.4630 -7.9404
H 2.5781 0.5664 -5.5332
H 1.4942 2.0053 -5.8277
H 3.1550 1.8699 -6.4555
H 1.8696 1.3808 -8.3683
H 0.6266 0.4873 -7.4521
H 2.1132 -0.6514 -8.8361
C 4.2591 -3.7458 -0.3466
C 2.9246 -4.0010 -0.9695
O 2.8817 -3.5369 -2.2973
H 4.3965 -2.6661 -0.4057
H 5.0516 -4.2327 -0.9148
H 4.2939 -4.1487 0.6655
H 2.1078 -3.4908 -0.4590
H 2.7982 -5.0816 -1.0360
H 1.9930 -3.5067 -2.6589
C -4.9419 -2.0558 -2.5597
C -4.1861 -3.0348 -3.4930
O -3.5756 -4.1340 -2.8058
H -5.6314 -1.3885 -3.0768
H -4.2439 -1.5083 -1.9263
H -5.5276 -2.6715 -1.8771
H -3.4597 -2.4153 -4.0191
H -4.8346 -3.4425 -4.2685
H -4.1792 -4.8797 -2.8404
C -2.5015 -2.1416 2.8026
C -3.1322 -1.9950 1.4539
O -4.5238 -2.2216 1.4622
H -2.4069 -3.2162 2.9590
H -3.1536 -1.7374 3.5768
H -1.5059 -1.6978 2.7964
H -2.6572 -2.5756 0.6631
H -2.9078 -0.9923 1.0899
H -4.9347 -1.4516 1.8619
C 1.1141 2.3881 6.0621
C 1.9288 1.6820 7.1715
O 1.9986 0.3094 6.8043
H 0.9950 3.4681 6.1485
H 0.0867 2.0435 6.1793
H 1.3299 2.1949 5.0113
H 1.3983 1.7994 8.1165
H 2.9508 2.0289 7.3240
H 1.1518 -0.0714 7.0481
C 0.2635 0.3416 0.1214
C -0.2727 -0.9257 -0.6578
O -0.1661 -2.0291 0.1877
H 0.5571 1.1202 -0.5827
H 1.1972 0.1490 0.6498
H -0.4753 0.7399 0.8169
H 0.3629 -1.1334 -1.5186
H -1.2495 -0.7807 -1.1192
H -0.5551 -2.7573 -0.3021
C 3.8152 0.3960 -1.2544
C 4.3492 -0.4406 -2.4588
O 4.8337 0.3195 -3.4914
H 2.8792 0.9153 -1.4600
H 4.5554 1.1494 -0.9851
H 3.5930 -0.2920 -0.4388
H 3.5716 -1.0366 -2.9366
H 5.0845 -1.1474 -2.0743
H 4.6868 -0.1087 -4.3379
C 0.2612 -1.9315 -5.0964
C -0.5901 -2.8930 -4.2477
O 0.2340 -3.5137 -3.2708
H 0.7530 -1.2563 -4.3962
H -0.3316 -1.3242 -5.7804
H 1.0731 -2.3881 -5.6624
H -1.1681 -3.6186 -4.8200
H -1.2898 -2.2926 -3.6663
H -0.3542 -3.7487 -2.5493
C 1.8662 -0.8129 3.4136
C 2.6837 -1.8959 2.7694
C 3.5908 -2.6135 3.7257
O 1.7619 -2.7991 2.2120
H 1.0974 -0.3657 2.7834
H 2.5392 -0.0444 3.7936
H 1.3687 -1.3052 4.2492
H 3.3195 -1.5117 1.9718
H 4.2644 -3.2401 3.1411
H 3.0618 -3.1400 4.5200
H 4.2319 -1.8326 4.1347
H 1.1611 -2.3784 1.5926
C 2.6006 3.8119 -3.2354
C 3.4464 5.0110 -2.7401
C 3.9802 4.8389 -1.3105
O 4.5381 5.0557 -3.5168
H 3.1625 2.9764 -3.6528
H 1.8737 4.0987 -3.9953
H 2.0517 3.3754 -2.4010
H 2.9233 5.9660 -2.7892
H 3.1788 5.0800 -0.6121
H 4.7969 5.5219 -1.0772
H 4.3389 3.8146 -1.2094
H 4.9956 4.2276 -3.3537
C -1.2434 6.2990 -0.6921
C -0.9266 4.8456 -0.7430
C -1.7855 3.9453 0.1988
O -1.0656 4.2705 -2.0309
H -2.1691 6.5112 -1.2271
H -0.4599 6.7562 -1.2965
H -1.0750 6.6608 0.3222
H 0.0774 4.6325 -0.3759
H -1.6381 2.8906 -0.0335
H -2.8230 4.2333 0.0296
H -1.6135 4.1171 1.2614
H -1.9899 4.4163 -2.2454
C -2.3370 -5.5290 0.4629
C -1.1884 -5.1012 -0.5085
C -0.7965 -6.0903 -1.6280
O -1.4220 -3.8895 -1.1621
H -2.3872 -4.7702 1.2438
H -2.1977 -6.5131 0.9106
H -3.3378 -5.4365 0.0412
H -0.2992 -4.9393 0.1008
H -1.4270 -5.9892 -2.5114
H -0.8761 -7.1385 -1.3399
H 0.1920 -5.8627 -2.0268
H -2.2651 -3.9586 -1.6159
C -2.7685 3.0802 5.6506
C -2.2556 3.2307 4.2324
C -2.0012 1.9155 3.5414
O -3.1459 3.9958 3.4704
H -3.7270 2.5652 5.7160
H -2.9088 4.0522 6.1236
H -2.0341 2.5665 6.2709
H -1.3527 3.8368 4.1570
H -1.2620 1.3318 4.0900
H -1.4522 2.0429 2.6085
H -2.8886 1.3149 3.3411
H -3.1225 4.8675 3.8717
C 1.1081 5.0913 2.9179
C 2.6046 5.0674 2.8996
C 3.2444 3.7896 2.2454
O 3.1475 6.2782 2.3185
H 0.7582 5.8128 3.6562
H 0.7743 4.0883 3.1836
H 0.8748 5.3301 1.8803
H 3.0056 5.0158 3.9119
H 2.8206 3.5373 1.2734
H 3.0065 2.9715 2.9253
H 4.3271 3.8363 2.1288
H 4.0956 6.1417 2.2549
C -0.8982 -6.5821 3.4169
C -0.1891 -5.2069 3.4820
C 0.2147 -4.6911 4.8551
O 0.9876 -5.3958 2.7286
H -1.9444 -6.4388 3.6871
H -0.4472 -7.3493 4.0464
H -0.8748 -6.9980 2.4096
H -0.7850 -4.4540 2.9662
H 0.8193 -5.3806 5.4441
H -0.7225 -4.5491 5.3934
H 0.7641 -3.7567 4.7408
H 1.3544 -4.5374 2.5047
```

Entry 4:
This record from the OMol25 dataset describes a cluster of 2 separate species, C4H3ClSi in total. The level of theory is ωB97M-V with the def2-TZVPD basis set.

Computed properties:
Highest occupied orbital energy (alpha / beta), eV: -9.1 / -9.1
2S+1: 1
ΔE to the lowest compared entry with this formula, charge and spin, kJ/mol: 316.9
Orbital gap (alpha / beta), eV: 8.326 / 8.327

```
9
C4H3ClSi ωB97M-V with the def2-TZVPD basis set
C 0.6256 2.6932 -0.5515
C 0.5221 -2.6816 -0.5402
C 0.0256 1.7488 -0.1121
C 0.1535 -1.5377 -0.3720
Si -0.4876 0.0503 0.3314
Cl -2.4637 -0.1098 0.0253
H 1.1645 3.5758 -1.0185
H 0.8745 -3.6689 -0.5372
H -0.4146 -0.0701 2.7748
```

Entry 5:
This record from the OMol25 dataset describes a cluster of 2 separate species, C4H8N4 in total. The level of theory is ωB97M-V with the def2-TZVPD basis set.

Computed properties:
Highest occupied orbital energy, eV: -9.3
2S+1: 1
ΔE to the lowest compared entry with this formula, charge and spin, kJ/mol: 821.2
Orbital gap, eV: 9.187

```
16
C4H8N4 ωB97M-V with the def2-TZVPD basis set
C 0.4892 -1.6268 -0.4669
C 0.6970 0.4970 0.3952
C -1.1850 1.7984 1.4312
C -1.2721 1.8936 -0.0582
H 0.5040 -1.5906 -2.4455
H 0.8911 -2.9555 -1.6673
H 1.0807 -3.2648 0.1414
H 2.2072 0.6462 1.0516
H -1.7080 0.9085 1.6829
H -0.9320 2.6362 2.3002
H -1.1289 2.8743 -0.4436
H -1.6467 1.1693 -0.6293
N 1.2640 -1.9732 -1.7807
N 0.7621 -2.4090 0.4633
N -0.2106 -0.3969 -0.4075
N 0.1879 1.7932 0.4333
```

Number 1: largest force on an atom 6.64 eV/Å, DFT total energy -1519.53988 Ha. Number 2: largest force on an atom 9.72 eV/Å, DFT total energy -2335.65533 Ha. Number 3: largest force on an atom 3.95 eV/Å, DFT total energy -2910.60520 Ha. Number 4: largest force on an atom 2.99 eV/Å, DFT total energy -903.72049 Ha. Number 5: largest force on an atom 7.96 eV/Å, DFT total energy -375.93568 Ha.